# 1
{"formula": "C5H14NS", "method": "the ωB97M-V functional and the def2-TZVPD basis", "elements": ["C", "S", "C", "C", "C", "C", "N", "H", "H", "H", "H", "H", "H", "H", "H", "H", "H", "H", "H", "H", "H"], "coordinates": [[-2.00345, -1.91609, -2.35425], [-1.07075, -2.14590, -0.82092], [-1.14431, -0.46702, -0.16735], [-0.11581, -0.28746, 0.94596], [1.05450, 0.55011, 0.41565], [0.68919, 2.04077, 0.39407], [2.22875, 0.41998, 1.43915], [-2.65346, -2.78044, -2.46616], [-2.72968, -1.10439, -2.26527], [-1.28336, -1.71218, -3.13455], [-1.04556, 0.23879, -1.00167], [-2.18602, -0.25122, 0.09245], [-0.61777, 0.15774, 1.81003], [0.30903, -1.22173, 1.32545], [1.49838, 0.15816, -0.49502], [-0.15349, 2.22172, -0.26819], [0.30932, 2.26862, 1.39267], [1.49106, 2.72236, 0.11712], [1.95611, -0.32428, 2.09109], [2.37613, 1.23811, 2.01721], [3.09119, 0.19435, 0.93252]], "forces_ev_per_a": [[-0.42, 0.20, 0.63], [0.04, -0.10, 0.09], [-0.85, -0.08, -0.72], [0.16, 0.23, -0.29], [-0.03, 1.14, 1.10], [-0.27, -0.45, 0.00], [-0.50, -0.70, -0.23], [0.49, -0.29, -0.49], [0.32, 0.21, 0.12], [-0.32, -0.24, -0.47], [0.75, -0.07, 0.10], [0.24, -0.21, 0.77], [0.36, 0.39, -0.04], [-0.41, -0.39, -0.36], [-0.40, -0.04, -0.22], [0.07, -0.08, -0.20], [0.17, 0.27, 0.03], [0.11, -0.12, -0.01], [0.57, -0.12, -0.21], [0.02, 0.50, -0.08], [-0.09, -0.07, 0.48]], "lumo_energy_ev": -3.54, "homo_lumo_gap_ha": 0.2980, "charge": 1, "total_energy_ev": -17730.578, "e_homo_ev": -11.651, "max_force_ev_per_a": 1.58, "de_lowest_kcal_mol": 16.19, "spin_multiplicity": 1, "smiles": "CSCC[C@@H](C)[NH3+]"}

=====

# 2
{"formula": "C14H10Cl2FN", "method": "the ωB97M-V functional and the def2-TZVPD basis", "elements": ["F", "C", "C", "C", "C", "C", "C", "C", "C", "C", "H", "H", "H", "H", "H", "H", "H", "Cl", "C", "C", "C", "C", "C", "Cl", "N", "H", "H", "H"], "coordinates": [[0.20615, -0.53380, 0.67709], [0.31765, -1.29372, 1.84144], [0.86685, -0.53358, 3.02993], [2.00486, -1.15179, 3.49368], [2.46873, -2.07092, 2.41382], [3.76669, -2.28667, 1.87673], [3.90944, -2.86773, 0.60147], [2.78193, -3.34642, -0.11243], [1.49699, -3.00153, 0.29780], [1.38824, -2.31753, 1.51939], [-0.66445, -1.70566, 2.10421], [0.29137, 0.33510, 3.36029], [2.46658, -1.10802, 4.51967], [4.62745, -1.91559, 2.44104], [4.89398, -2.91770, 0.15905], [2.93285, -3.88021, -1.05508], [0.60804, -3.14155, -0.33050], [-0.13467, 3.11073, -1.56765], [-1.77554, 3.20839, -2.00566], [-2.32628, 3.89835, -3.11630], [-3.70349, 3.75589, -3.39125], [-4.41952, 2.83716, -2.62398], [-3.76758, 2.19212, -1.54248], [-4.42044, 0.93522, -0.58745], [-2.52552, 2.48061, -1.18476], [-1.65827, 4.46453, -3.75611], [-4.19671, 4.30542, -4.21247], [-5.43533, 2.54893, -2.84948]], "forces_ev_per_a": [[-0.53, 0.36, 0.21], [0.52, -0.52, -0.10], [0.89, -0.73, 0.43], [-1.19, 0.59, 0.04], [0.20, -0.49, -2.18], [-0.72, -0.08, 0.51], [-0.97, -0.24, 0.64], [0.71, 0.39, -0.05], [0.12, 0.44, 1.05], [0.57, 0.38, 0.32], [-0.03, 0.16, -0.22], [0.37, -0.50, 0.55], [-0.33, 0.51, -1.47], [-0.14, -0.24, -0.32], [0.04, -0.27, 0.04], [-0.03, 0.28, 0.28], [0.51, -0.03, 0.25], [0.83, 0.65, -0.34], [-2.03, 0.06, -0.35], [0.38, -0.35, 0.43], [0.71, -0.36, 0.51], [0.14, -0.68, 0.71], [0.82, 1.42, -0.83], [-0.92, -0.21, 0.07], [-0.11, -0.37, -0.74], [-0.21, 0.09, 0.09], [0.47, -0.44, 0.52], [-0.08, 0.19, -0.04]], "lumo_energy_ev": 0.53, "homo_lumo_gap_ha": 0.3285, "charge": 0, "total_energy_ev": -43930.884, "e_homo_ev": -8.404, "max_force_ev_per_a": 2.24, "de_lowest_kcal_mol": 21.33, "spin_multiplicity": 1, "smiles": "F[C@@H]1C=Cc2ccccc21.Clc1cccc(Cl)n1"}